# 1
Density functional theory data (ωB97M-V/def2-TZVPD) for a single C23H24N2O6 molecule.

Structure (ORCA input):
```
! RIJCOSX wB97M-V def2-TZVPD def2/J DEFGRID3
* xyz 0 1
C 4.95391 -4.76281 -1.53252
O 4.10830 -3.65291 -1.35838
C 2.80200 -3.82350 -1.85156
C 1.93549 -4.75505 -0.99456
C 0.49030 -4.80347 -1.48925
N -0.16130 -3.51653 -1.38218
C -0.62375 -2.99508 -0.18107
O -0.56808 -3.55340 0.88261
C -1.18132 -1.66011 -0.52201
C -1.76011 -0.70202 0.27899
C -2.17803 0.48189 -0.33720
C -2.02201 0.67360 -1.70877
C -1.44421 -0.30150 -2.51078
C -1.02329 -1.46387 -1.89790
C -0.36240 -2.66975 -2.46136
O -0.05481 -2.91227 -3.59969
H -1.31949 -0.15928 -3.57272
H -2.36047 1.60715 -2.13236
C -2.78180 1.58658 0.44765
O -3.13308 2.63803 -0.04435
O -2.89613 1.29808 1.73962
C -3.51006 2.25693 2.59898
H -4.34571 2.73846 2.07955
H -3.86358 1.69330 3.46324
C -2.51093 3.33062 3.07846
O -2.14469 3.39711 4.23008
N -2.13340 4.17066 2.10248
H -2.45055 3.99345 1.15755
C -1.07900 5.14409 2.29446
H -1.29806 5.71939 3.19825
H -1.08763 5.81153 1.43246
C 0.29279 4.46717 2.45360
C 0.53135 3.42624 1.39449
C 0.62611 2.08379 1.73816
C 0.86409 1.12103 0.77286
C 0.99011 1.48737 -0.55567
C 0.87220 2.81994 -0.91250
C 0.64970 3.78199 0.05606
H 0.57838 4.82205 -0.22902
H 0.96582 3.11142 -1.94835
H 1.18414 0.73868 -1.30991
H 0.95828 0.08395 1.06028
H 0.52369 1.79210 2.77353
H 1.06617 5.23678 2.40747
H 0.33082 3.99706 3.43663
H -1.88100 -0.85058 1.33975
H 0.45436 -5.09092 -2.54310
H -0.07831 -5.51898 -0.88923
H 1.95615 -4.40956 0.04071
H 2.33702 -5.76880 -1.02522
H 2.82830 -4.19241 -2.88839
H 2.37449 -2.81680 -1.85492
H 4.66719 -5.60494 -0.89332
H 4.95973 -5.09507 -2.57778
H 5.95226 -4.43084 -1.25387
*
```

The HOMO-LUMO gap comes out at 8.3 eV. The value obtained for the total energy is -1451.87521 hartree. As for the max |F|: 0.880 eV/Å. The value obtained for the energy relative to the best compared isomer or geometry (same formula, charge and spin) is 16.0 kcal per mole. The value obtained for the HOMO energy is -9.24 eV.

---

# 2
Density functional theory data (ωB97M-V/def2-TZVPD) for a single C23H24N4O4S molecule at a distorted geometry.

Structure (ORCA input):
```
! RIJCOSX wB97M-V def2-TZVPD def2/J DEFGRID3
* xyz 0 1
C 0.69427 6.19915 3.07762
C -0.02750 5.34841 2.04266
H -1.09511 5.28210 2.26282
H 0.12342 5.76722 1.04233
O 0.43009 3.99734 2.05559
C 1.58171 3.76093 1.38860
O 2.19776 4.59202 0.76446
N 1.96497 2.46953 1.52480
C 3.08095 1.96561 0.75852
H 3.90198 1.68533 1.42837
H 3.42321 2.77489 0.11031
C 2.64217 0.77035 -0.08080
N 2.10198 -0.26701 0.78190
C 1.75114 -1.50206 0.37705
O 1.18590 -2.29457 1.11124
C 2.11560 -1.91761 -1.03737
H 1.88950 -2.97935 -1.14734
H 3.16754 -1.73879 -1.25577
S 1.18946 -0.99031 -2.31548
C -0.30126 -0.68906 -1.37455
N -0.48452 0.52225 -1.01086
C -1.58688 0.81403 -0.25036
C -1.81966 2.13762 0.13858
C -2.90211 2.43123 0.93601
C -3.76824 1.42411 1.36087
C -3.55556 0.11881 0.97775
C -2.46458 -0.20005 0.16728
C -2.24806 -1.57544 -0.27185
O -2.96215 -2.51644 -0.01550
N -1.11262 -1.73767 -1.09285
C -0.87492 -3.03726 -1.63390
C -0.94994 -3.22613 -3.00654
C -0.72778 -4.48700 -3.52939
C -0.44645 -5.54954 -2.68653
C -0.38460 -5.35305 -1.31712
C -0.59860 -4.09520 -0.78109
H -0.53544 -3.92299 0.28166
H -0.16732 -6.18068 -0.65923
H -0.27813 -6.53317 -3.09889
H -0.78103 -4.63823 -4.59684
H -1.17690 -2.39163 -3.65383
H -4.21474 -0.67888 1.28488
H -4.61068 1.67220 1.98842
H -3.08336 3.45244 1.23621
H -1.13997 2.90354 -0.19986
C 1.78842 0.12688 2.14333
C 1.11473 1.49022 2.17529
H 0.93607 1.79237 3.21176
H 0.14467 1.44216 1.66724
H 1.12236 -0.63286 2.55803
H 2.70681 0.14280 2.74041
H 1.87096 1.09696 -0.78850
H 3.49825 0.38808 -0.64405
H 0.27621 7.20167 3.08173
H 0.58444 5.76278 4.06762
H 1.75119 6.25867 2.83068
*
```

The HOMO-LUMO gap comes out at 9.0 eV. The value obtained for the total energy is -1809.10251 hartree. As for the max |F|: 1.014 eV/Å. The value obtained for the energy relative to the best compared isomer or geometry (same formula, charge and spin) is 16.2 kcal per mole. The value obtained for the HOMO energy is -8.76 eV.

---

# 3
Density functional theory data (ωB97M-V/def2-TZVPD) for a single C23H24N4O4S molecule at a distorted geometry.

Structure (ORCA input):
```
! RIJCOSX wB97M-V def2-TZVPD def2/J DEFGRID3
* xyz 0 1
C 3.90993 4.96001 3.06824
C 2.60435 4.18169 3.01896
O 1.59285 5.05031 2.53352
C 0.29246 4.52681 2.55747
C 0.05772 3.37591 1.56258
C 0.07701 2.00083 2.23333
N 0.09564 0.94511 1.23830
C -1.06317 0.43037 0.78059
N -2.20198 0.91414 1.30096
C -3.34744 0.43117 0.88598
N -3.45467 -0.55646 -0.06648
C -4.66865 -1.02430 -0.46622
C -5.83715 -0.55215 0.04351
C -5.76176 0.46707 1.02711
C -4.55491 0.94089 1.43254
H -4.45609 1.71419 2.17572
H -6.67561 0.85925 1.44707
C -7.16257 -1.07620 -0.40463
H -7.76487 -0.26955 -0.81979
H -7.03962 -1.84681 -1.15977
H -7.70623 -1.49550 0.44065
H -4.61356 -1.79851 -1.21901
C -2.28515 -1.13237 -0.67683
O -2.42272 -2.00384 -1.51262
C -1.06050 -0.58051 -0.19870
C 0.18677 -1.03849 -0.70468
C 1.32879 -0.49752 -0.24536
C 1.34746 0.55541 0.75146
N 2.36893 1.14894 1.22218
H 3.24917 0.81672 0.84730
S 2.94223 -1.01550 -0.84650
O 3.67434 -1.56868 0.26316
O 3.53258 0.09429 -1.54835
C 2.58963 -2.32548 -2.01992
C 2.50303 -3.62780 -1.56740
C 2.21462 -4.63668 -2.47145
C 2.01640 -4.32865 -3.80870
C 2.11166 -3.01812 -4.25106
C 2.40000 -2.00607 -3.35043
H 2.49291 -0.97594 -3.65673
H 1.96162 -2.78600 -5.29447
H 1.78999 -5.11625 -4.51189
H 2.14451 -5.65985 -2.13479
H 2.67446 -3.82803 -0.52138
H 0.17317 -1.81545 -1.45458
H -0.81490 1.86810 2.84653
H 0.98200 1.88088 2.82872
H 0.84357 3.41541 0.80718
H -0.90434 3.50598 1.06518
H 0.03246 4.19538 3.57599
H -0.34325 5.37730 2.29835
H 2.71532 3.30802 2.36387
H 2.33114 3.83277 4.02822
H 4.16694 5.30722 2.07180
H 3.80856 5.82427 3.71956
H 4.70596 4.32088 3.43925
*
```

The HOMO-LUMO gap comes out at 7.6 eV. The value obtained for the total energy is -1809.03164 hartree. As for the max |F|: 1.018 eV/Å. The value obtained for the energy relative to the best compared isomer or geometry (same formula, charge and spin) is 60.7 kcal per mole. The value obtained for the HOMO energy is -8.18 eV.

---

# 4
Density functional theory data (ωB97M-V/def2-TZVPD) for C23H24N4O7W as an isolated structure at a distorted geometry.

Structure (ORCA input):
```
! RIJCOSX wB97M-V def2-TZVPD def2/J DEFGRID3
* xyz 0 1
W -0.38094 -0.50343 -0.70665
C -2.67771 -4.09881 -2.07500
C -1.80454 -3.09226 -1.40894
O -1.90033 -1.89427 -1.67544
C -0.88533 -3.56529 -0.26709
C -1.39900 -2.83420 0.97953
C -1.85217 -3.50870 2.22744
N -1.31600 -1.57254 0.82156
N -1.57528 -0.58755 1.74680
C -1.81410 0.55051 1.07293
O -2.12595 0.63453 -0.17012
C -1.73902 1.80560 1.86280
C -1.25729 1.80578 3.17101
C -1.12484 3.00233 3.85495
C -1.46441 4.19896 3.23729
C -1.93855 4.20193 1.93340
C -2.07335 3.00848 1.24418
H -3.30896 -3.62398 -2.82070
H -3.28948 -4.59405 -1.31695
H -2.05233 -4.86857 -2.53307
H -0.98737 -4.64470 -0.14524
H -2.37192 -4.44434 2.01763
H -2.51479 -2.84715 2.78348
H -0.99662 -3.74038 2.86672
H -0.97639 0.87029 3.63278
H -0.74423 3.00522 4.86780
H -1.35091 5.13300 3.77257
H -2.19178 5.13616 1.45015
H -2.42335 2.99173 0.22146
C 0.76744 -1.22463 -4.87503
C 0.61119 -1.26588 -3.38522
N 0.05653 -0.24286 -2.66236
O -0.56337 0.72852 -3.48210
C 0.93580 -2.34477 -2.61004
C 1.59585 -3.60877 -3.05952
N 0.67544 -2.09595 -1.27131
O 0.49313 -3.32491 -0.53848
H 0.07301 -0.51579 -5.31640
H 0.57919 -2.20744 -5.30420
H 1.77749 -0.92106 -5.16253
H -0.51581 1.52564 -2.93821
H 2.10546 -3.45921 -4.00974
H 0.88694 -4.43163 -3.18876
H 2.33435 -3.93601 -2.32741
O 1.38689 4.03402 -0.26639
C 2.19026 3.52704 0.68311
C 3.02106 4.40857 1.37618
C 3.85953 3.93829 2.36523
C 3.89461 2.58304 2.69758
C 3.07508 1.70767 2.02428
C 2.22169 2.15985 1.00991
C 1.33241 1.20841 0.35526
O 1.23739 -0.00057 0.72542
O 0.55475 1.55849 -0.60360
H 0.85035 3.29834 -0.62403
H 2.98203 5.45775 1.11657
H 4.49649 4.63782 2.89139
H 4.55561 2.22967 3.47651
H 3.06611 0.65208 2.25860
*
```

The HOMO-LUMO gap comes out at 6.3 eV. The value obtained for the total energy is -1703.57349 hartree. As for the max |F|: 2.125 eV/Å. The value obtained for the energy relative to the best compared isomer or geometry (same formula, charge and spin) is 61.8 kcal per mole. The value obtained for the HOMO energy is -6.52 eV.

---

# 5
Density functional theory data (ωB97M-V/def2-TZVPD) for C23H24N7PtS as an isolated structure.

Structure (ORCA input):
```
! RIJCOSX wB97M-V def2-TZVPD def2/J DEFGRID3
* xyz 3 5
Pt -0.48613 0.00612 0.02579
C 4.03108 -0.76073 5.05757
C 3.45210 -0.63901 3.69584
C 4.04461 0.22422 2.73646
C 3.48074 0.39809 1.51133
C 2.29530 -0.30013 1.14066
N 1.68836 -0.04120 -0.02890
C 2.22916 0.18547 -1.23769
C 3.34774 -0.57649 -1.68336
C 3.84602 -0.42625 -2.93957
C 3.24834 0.47766 -3.85753
C 3.75358 0.58115 -5.24961
C 2.15353 1.24422 -3.42741
C 1.65136 1.13895 -2.15384
N 0.66892 2.07245 -1.74642
C 0.59354 3.37210 -2.14198
C -0.54728 3.91131 -1.61748
C -1.13951 2.86972 -0.89317
N -0.41060 1.76650 -0.97455
C 1.72517 -1.22132 2.09405
C 2.29435 -1.34741 3.33710
N 0.67731 -2.10642 1.74772
C 0.55325 -3.39478 2.16820
C -0.63961 -3.87911 1.71168
C -1.21274 -2.81721 1.00103
N -0.42256 -1.75429 1.02633
H 5.10789 -0.60002 5.04946
H 3.80512 -1.72224 5.51472
H 3.59919 0.01664 5.69951
H 4.94674 0.76166 2.99901
H 3.90665 1.09061 0.79654
H 3.77705 -1.29613 -0.99801
H 4.69889 -1.01196 -3.25772
H 4.81991 0.36781 -5.30407
H 3.54938 1.55579 -5.68876
H 3.24840 -0.16989 -5.86905
H 1.69944 1.93800 -4.12305
H 1.36730 3.81599 -2.74526
H -0.89872 4.92253 -1.72210
H -2.04419 2.87342 -0.30833
H 1.84599 -2.01275 4.06352
H 1.33389 -3.87216 2.73596
H -1.03820 -4.86861 1.84976
H -2.14475 -2.78165 0.46204
S -3.84472 0.04631 0.08154
C -5.58762 0.11243 0.10949
N -6.29048 0.53396 1.13934
C -7.74470 0.44016 0.87733
C -7.78682 -0.03361 -0.59169
N -6.35448 -0.25446 -0.89525
H -5.89535 0.86887 2.00337
H -8.20456 1.41559 1.01341
H -8.20060 -0.27123 1.56168
H -8.19833 0.71448 -1.26501
H -8.33385 -0.96515 -0.71152
H -6.01447 -0.59801 -1.77915
*
```

The HOMO-LUMO gap (spin up / spin down) comes out at 8.3 / 5.1 eV. The value obtained for the total energy is -1790.59421 hartree. As for the max |F|: 0.218 eV/Å. The value obtained for the energy relative to the best compared isomer or geometry (same formula, charge and spin) is 0.0 kcal per mole. The value obtained for the HOMO energy (spin up / spin down) is -16.03 / -16.89 eV.

---

# 6
Density functional theory data (ωB97M-V/def2-TZVPD) for C23H25AlAsN3S3 as an isolated structure at a distorted geometry.

Structure (ORCA input):
```
! RIJCOSX wB97M-V def2-TZVPD def2/J DEFGRID3
* xyz 0 1
Al 0.00000 0.00000 0.00000
S -0.53224 5.70140 5.51986
C -0.92695 4.47227 4.45121
S 0.25271 3.96662 3.24290
C -0.82815 2.69441 2.78464
N -1.96046 2.64902 3.40144
N -2.06241 3.66575 4.33870
C -3.31352 3.69562 5.03944
C -4.19749 2.60335 4.91787
C -5.43196 2.56818 5.57645
C -5.82223 3.63587 6.37306
C -4.98087 4.73546 6.49785
C -3.74479 4.76493 5.83387
S -0.52225 1.50974 1.60143
H -3.92408 1.74591 4.30303
H -6.07772 1.70304 5.45686
H -6.77943 3.61553 6.88491
H -5.28314 5.58488 7.10463
H -3.16638 5.67213 5.94072
C 3.73127 -3.82881 -0.72706
C 3.77283 -2.48549 -0.36741
C 2.66688 -1.66156 -0.60480
C 1.49959 -2.14473 -1.21671
C 1.47902 -3.51216 -1.54735
C 2.58039 -4.34366 -1.31548
N 0.45010 -1.30117 -1.38019
C -0.28114 -1.37600 -2.52019
C -1.67283 -1.21066 -2.44316
C -2.48468 -1.23572 -3.58278
C -1.91606 -1.41419 -4.83988
C -0.53687 -1.55929 -4.95208
C 0.26671 -1.53120 -3.80686
H 4.58523 -4.47041 -0.54401
H 4.65732 -2.06830 0.10078
H 2.70997 -0.61407 -0.31352
H 0.57983 -3.93430 -1.99194
H 2.52440 -5.39007 -1.59348
H -2.12937 -1.06465 -1.46637
H -3.55649 -1.11151 -3.47623
H -2.54113 -1.43302 -5.72503
H -0.07365 -1.68883 -5.92372
H 1.34549 -1.62786 -3.91323
C 0.12116 -1.73247 3.43190
As 0.99143 -1.44396 1.68461
C 2.78096 -1.07703 2.42951
C 1.32996 -3.35502 1.33088
H 0.72633 -2.41939 4.05749
H -0.88380 -2.17290 3.27276
H 0.01593 -0.76001 3.95417
H 3.04948 -1.84023 3.18827
H 2.78279 -0.07413 2.90318
H 3.52975 -1.09657 1.61129
H 1.77441 -3.84204 2.22269
H 2.02981 -3.45130 0.47582
H 0.37343 -3.85672 1.07904
H -1.41084 -0.71694 0.21579
*
```

The HOMO-LUMO gap comes out at 6.5 eV. The value obtained for the total energy is -4728.38333 hartree. As for the max |F|: 3.521 eV/Å. The value obtained for the HOMO energy is -7.72 eV.